{
  "formula": "C22H24N4O4S3Ti",
  "method": "the ωB97M-V functional and the def2-TZVPD basis",
  "elements": ["Ti", "S", "S", "S", "O", "O", "O", "O", "N", "N", "N", "N", "C", "C", "C", "C", "C", "C", "C", "C", "C", "C", "C", "C", "C", "C", "C", "C", "C", "C", "C", "C", "C", "C", "H", "H", "H", "H", "H", "H", "H", "H", "H", "H", "H", "H", "H", "H", "H", "H", "H", "H", "H", "H", "H", "H", "H", "H"],
  "coordinates": [[-1.110134, -1.006131, -1.051735], [-2.616254, -1.312842, -3.004615], [-4.117380, 1.386130, -2.918648], [-2.896740, 0.364108, -5.409099], [-1.999867, -1.733495, 0.540346], [0.152039, 0.163183, -0.467025], [-0.133802, 0.245448, -1.896890], [-2.985352, -1.293281, 2.514859], [-1.514394, 3.198357, 0.454802], [-0.010335, 2.269115, -1.064664], [-1.939987, 3.274148, -1.862980], [-2.497993, 0.554779, -0.447148], [4.300338, -0.793027, -2.844167], [-2.535003, -0.971282, 1.429199], [5.604849, -0.889228, -2.361700], [-2.867371, 3.599702, 0.898638], [-3.762704, 1.263621, 1.565014], [3.392913, -1.809089, -0.818385], [4.725380, -1.917778, -0.361222], [2.196774, -2.306583, 1.379799], [-2.564405, 0.520474, 0.998329], [1.059196, -2.523197, -0.760539], [3.225831, -1.238102, -2.101671], [1.910182, -2.272915, 4.218941], [1.192216, -3.047199, 2.045478], [-3.947107, 2.543376, 0.757318], [2.251974, -2.274723, -0.063574], [3.038914, -1.534563, 2.213144], [2.894873, -1.520570, 3.589219], [5.796627, -1.465389, -1.111778], [-3.151139, 0.199700, -3.770732], [-1.239150, 2.775352, -0.806470], [-0.001940, -2.714387, -1.382053], [1.056817, -3.029105, 3.417941], [-4.883081, 3.024911, 1.059097], [-2.885906, 2.851027, -2.005681], [-1.061934, 2.598240, 1.133717], [-4.665983, 0.654836, 1.484665], [-2.766821, 3.910262, 1.941165], [0.262182, -3.607402, 3.876112], [3.553224, -0.893552, 4.183407], [-3.407089, 0.413376, -0.898787], [-1.624221, 0.924650, 1.396368], [2.216150, -1.132772, -2.482692], [-4.063344, 2.290886, -0.299920], [-1.432661, 3.089830, -2.722735], [0.483330, 1.929827, -0.246288], [-2.168340, 1.447756, -0.782102], [-3.622810, 1.447560, 2.632976], [-3.151756, 4.482512, 0.323399], [0.500558, -3.621834, 1.441330], [1.791791, -2.250267, 5.295497], [6.802673, -1.564638, -0.714620], [6.443614, -0.526313, -2.943788], [-0.046625, 1.469049, -1.721154], [3.785897, -0.899154, 1.757520], [4.120470, -0.346860, -3.816467], [4.912832, -2.396524, 0.591055]],
  "atomic_forces_ev_per_a": [[-1.0, -4.3, -1.0], [0.1, 0.3, 0.1], [-0.3, -0.4, -0.1], [0.1, 0.1, 0.1], [-0.1, -0.1, 0.6], [1.0, -1.8, 0.7], [1.3, -1.5, -1.3], [0.0, 0.0, -0.2], [-0.8, -0.6, 0.6], [-1.9, 5.3, 2.3], [-0.5, -0.5, 0.1], [-0.5, -0.5, 0.6], [0.1, 0.0, -0.1], [-0.2, 0.3, 0.2], [0.0, 0.0, 0.0], [0.4, 0.2, -0.3], [0.2, 0.4, -0.2], [0.1, 0.1, -0.1], [-0.1, 0.0, 0.0], [0.0, 0.0, 0.1], [0.0, -0.9, 0.6], [0.3, -0.1, 0.1], [-0.1, 0.0, 0.1], [0.0, 0.0, 0.0], [0.0, 0.0, -0.1], [-0.7, 0.3, 0.3], [-0.1, 0.0, -0.1], [0.0, 0.0, -0.1], [0.0, 0.0, 0.1], [0.1, 0.0, 0.0], [-0.3, 0.0, -0.1], [4.1, 3.0, -0.7], [-0.6, 0.4, 0.2], [0.0, 0.0, 0.1], [0.0, 0.0, -0.1], [0.1, 0.3, -0.1], [0.1, 0.4, 0.0], [0.1, -0.1, -0.1], [0.1, 0.0, 0.0], [0.0, 0.0, 0.0], [0.0, 0.0, 0.0], [0.0, 0.0, -0.1], [-0.2, -0.2, 0.0], [0.0, 0.0, 0.0], [-0.2, 0.1, 0.1], [-0.1, 0.0, 0.0], [0.0, 0.6, -0.2], [-0.7, -1.1, -0.1], [0.0, 0.1, 0.0], [0.1, 0.0, 0.0], [0.0, 0.0, 0.0], [0.0, 0.0, 0.0], [0.0, 0.0, 0.0], [0.0, 0.0, 0.0], [0.1, 0.3, -1.6], [0.0, 0.0, 0.0], [0.0, 0.0, 0.0], [0.0, 0.0, 0.0]],
  "orbital_gap_ha": 0.16413,
  "de_lowest_kcal_mol": 78.6,
  "total_charge": -2,
  "total_energy_ev": -92973.62661
}